w:
The molecule C3H8FNS, computed with wB97M-V/def2-TZVPD.

Values from the calculation:
Frontier orbital gap ... 10.27 eV
SMILES ... NC[C@H](S)CF
Lowest unoccupied orbital energy ... 0.9 eV
HOMO level ... -9.39 eV

Each line ends with the natural charge from an NBO analysis.
Atoms and positions in Å:
N 2.5921 -0.3669 -0.1908  -0.80
H 0.0408 -0.5407 -1.3524  0.22
F -2.3386 -0.5761 -0.3128  -0.38
H 2.6546 -0.6741 -1.1572  0.35
S -0.1393 1.5058 0.0740  -0.05
H 2.5477 0.6685 -0.2796  0.35
H 1.3888 -1.8378 0.2048  0.19
C 0.0048 -0.2691 -0.2943  -0.38
C -1.1567 -0.9815 0.3106  0.05
H 1.3353 -0.5598 1.4098  0.20
H -1.0928 -2.0704 0.1952  0.17
H -1.4195 1.6169 0.2388  0.14
C 1.3072 -0.8000 0.3878  -0.22
H -1.2544 -0.6380 1.2827  0.17


x:
A cluster of 2 separate species, C3H8FNS in total, computed with wB97M-V/def2-TZVPD.

Values from the calculation:
Frontier orbital gap ... 9.43 eV
Lowest unoccupied orbital energy ... 0.0 eV
HOMO level ... -9.45 eV

Each line ends with the natural charge from an NBO analysis.
Atoms and positions in Å:
C 0.5219 -1.3480 0.7066  -0.68
N 0.9124 3.1873 -1.1850  -1.03
S -0.6331 2.6882 -1.0348  0.71
H 0.7425 -0.7510 -0.2249  0.25
H -1.6109 -1.3366 0.9127  0.15
H 1.4160 -1.9570 1.1283  0.22
H -1.5531 0.7557 -1.2296  0.16
H 1.2444 3.5406 -0.3335  0.38
H -0.9252 -2.7099 0.0263  0.16
C -0.4850 1.1197 -1.3957  -0.62
H 0.5271 -0.5554 1.4213  0.20
F -0.9026 -2.9219 1.9189  -0.37
C -0.8239 -2.0883 0.8095  0.07
H 1.5696 2.3766 -1.5200  0.41


The data favor w; the next most stable structure lies 304.3 kJ/mol above it.


w:
A cluster of 3 separate species, C3H9NO2 in total, computed with wB97M-V/def2-TZVPD.

Values from the calculation:
Multiplicity ... 2
Frontier orbital gap (alpha / beta) ... 7.32 / 4.38 eV
Net charge ... +1
<S²> ... 0.76
Lowest unoccupied orbital energy (alpha / beta) ... -6.2 / -9.2 eV
HOMO level (alpha / beta) ... -13.54 / -13.54 eV

Each line ends with the natural charge from an NBO analysis.
Atoms and positions in Å:
H 0.3726 1.5646 -1.1345  0.23
H -2.9076 -2.7759 3.1478  0.46
H -0.7318 4.8885 -4.5768  0.46
C 0.8183 0.9100 -0.3847  0.16
C 0.9847 -0.9974 0.8556  0.11
C 0.7453 -2.3417 0.8827  -0.06
H 0.8636 -2.9107 1.8028  0.24
H 0.2333 -2.8824 0.0829  0.24
O -2.6878 -2.8296 4.0889  -0.92
N 0.3860 -0.2598 -0.1310  -0.34
H -1.9055 -3.3827 4.1024  0.46
H 1.7266 1.3271 0.0798  0.20
O 0.0418 5.3729 -4.8903  -0.93
H 0.4830 4.7687 -5.4872  0.47
H 1.5774 -0.4515 1.5616  0.22


x:
A cluster of 2 separate species, C3H9NO2 in total, computed with wB97M-V/def2-TZVPD.

Values from the calculation:
Multiplicity ... 2
Frontier orbital gap (alpha / beta) ... 10.34 / 4.51 eV
Net charge ... +1
<S²> ... 0.75
Lowest unoccupied orbital energy (alpha / beta) ... -3.9 / -9.6 eV
HOMO level (alpha / beta) ... -14.25 / -14.13 eV

Each line ends with the natural charge from an NBO analysis.
Atoms and positions in Å:
N 1.1800 -1.2301 0.3845  -0.26
H 3.1728 -0.6599 0.1052  0.32
O -2.7161 0.1405 -1.3374  -0.68
H 1.9499 0.7563 0.6447  0.28
H 1.4681 -2.1603 0.6753  0.42
H -2.8400 0.3259 -2.2724  0.50
H 2.6454 -0.3380 1.6419  0.27
H -2.0210 0.0032 1.0238  0.27
O -1.4490 1.9569 -1.5700  -0.54
H -0.8892 1.4141 0.9434  0.25
C -1.2900 0.5225 0.3928  -0.69
C 2.2689 -0.3466 0.6437  -0.52
C -1.8459 1.0606 -0.8786  0.77
H 0.8646 -1.2391 -0.5760  0.42
H -0.4985 -0.2059 0.1792  0.19


The data favor x; the next most stable structure lies 108.7 kJ/mol above it.


w:
The molecule C24H27N3O3S, computed with wB97M-V/def2-TZVPD.

Values from the calculation:
Frontier orbital gap ... 9.44 eV
SMILES ... CC(C)(C)c1ccc(S(=O)(=O)NCc2ccc(C(=O)NCc3ccccn3)cc2)cc1
Lowest unoccupied orbital energy ... 0.5 eV
HOMO level ... -8.95 eV

Each line ends with the natural charge from an NBO analysis.
Atoms and positions in Å:
H -0.2563 -1.0009 -4.0662  0.21
H -1.8846 2.3527 -3.8786  0.21
H 0.4899 -3.1143 -3.0424  0.23
N 0.2999 3.2261 3.0464  -0.47
C -0.4895 -4.4573 0.5860  -0.25
C -1.7022 -2.4824 -0.3579  -0.19
C 0.4191 0.2384 -2.4459  0.02
C 0.6774 1.6585 -4.4669  -0.60
H 0.4028 2.5981 -4.9412  0.21
C 0.6332 -2.1723 -2.5381  -0.18
C -1.4529 3.3873 1.3997  -0.25
C -1.5807 -0.3090 0.6708  -0.07
H -0.0807 3.6511 -2.8042  0.21
O 2.6484 -4.3763 -1.4921  -0.94
H 0.5607 -5.5721 -0.8170  0.41
H -1.2707 3.8799 0.4338  0.21
H 0.0366 6.9321 4.0330  0.22
H 1.7887 3.0408 4.4228  0.20
H 1.6986 5.4338 5.1390  0.22
H -1.8506 0.5920 -3.9014  0.20
C -1.9425 1.1357 0.5836  0.65
H 0.4137 0.8491 -5.1413  0.21
H -1.4471 5.9753 2.2765  0.22
C -0.0407 1.5231 -3.1156  -0.07
H 0.0790 -2.6174 2.5027  0.22
C -1.5594 1.4700 -3.3321  -0.61
C 0.2728 2.7659 -2.2795  -0.60
H 0.0670 -4.7261 1.4928  0.21
C 0.2231 -0.9793 -3.0998  -0.17
C 1.0486 0.2171 -1.2060  -0.23
H -2.6272 -0.7129 -1.1389  0.24
H 1.3427 2.8746 -2.1168  0.21
H 1.7559 1.6464 -4.3239  0.21
C -0.5170 -2.2026 1.7041  -0.20
C -2.0275 -1.1427 -0.3514  -0.18
S 1.7606 -3.7078 -0.5844  2.30
C 1.4612 -0.9756 -0.6336  -0.17
H -0.4152 1.6690 1.8949  0.43
H 1.2283 1.1313 -0.6654  0.22
H -2.5142 3.5416 1.6336  0.23
C 1.0879 3.7354 3.9785  0.05
C 1.0370 5.0610 4.3735  -0.26
C 1.2432 -2.1611 -1.2997  -0.34
N 0.3361 -4.6117 -0.6015  -0.86
H -2.0358 -3.1204 -1.1622  0.22
C -0.7145 5.3634 2.7800  -0.24
C -0.8430 -0.8585 1.7145  -0.22
C -0.5866 4.0158 2.4546  0.21
H -1.3559 -5.1176 0.4835  0.22
H -0.2359 2.7172 -1.3210  0.21
H -2.0788 1.4520 -2.3767  0.24
C -0.9247 -3.0213 0.6610  -0.03
H -0.5239 -0.2517 2.5492  0.21
O -2.8509 1.5397 -0.1246  -0.64
H 1.9493 -1.0015 0.3276  0.24
N -1.1770 1.9767 1.3063  -0.62
O 2.2035 -3.4931 0.7663  -0.95
C 0.1116 5.8908 3.7559  -0.16


x:
A cluster of 2 separate species, C24H27N3O3S in total, computed with wB97M-V/def2-TZVPD.

Values from the calculation:
Frontier orbital gap ... 7.86 eV
SMILES ... CC(C)[C@@H](C)COc1ccc2c(c1)Sc1ccccc1N2c1cccnc1.C[N+](=O)[O-]
Lowest unoccupied orbital energy ... 0.2 eV
HOMO level ... -7.64 eV

Each line ends with the natural charge from an NBO analysis.
Atoms and positions in Å:
C 1.7955 1.2784 3.6191  -0.20
C 0.9484 -3.1809 -5.1318  -0.25
C -0.4812 2.1989 -1.0582  -0.24
H 0.0875 2.5114 4.2428  0.20
O 0.8473 -0.1150 7.3599  -0.38
C 1.9475 2.3677 1.2685  -0.06
C 0.5878 0.2223 -0.3492  -0.21
C -0.4089 -1.6955 -3.9416  0.09
H -1.3662 -1.3771 7.8128  0.24
C 3.9004 2.3659 2.7838  -0.61
C 0.5106 -1.8690 -4.9484  -0.15
H 0.0326 -2.3841 8.3012  0.24
C 0.2223 1.5276 -0.0881  0.28
C 2.3457 2.4326 2.7561  -0.24
C -0.8332 1.5660 -2.2265  -0.20
C -0.5063 0.2519 -2.5028  0.20
C 0.4249 -4.1410 -4.2967  0.03
C 2.0625 -0.1435 3.0021  -0.62
N 0.3933 -1.0498 6.7348  0.54
H 0.8730 -1.0363 -5.5394  0.24
H -2.6937 -2.1223 -4.7860  0.22
H 2.6795 -0.0520 2.1019  0.19
H -4.4751 2.4031 -4.2784  0.22
C -3.0600 -1.1087 -4.6529  -0.28
C -0.5225 -1.9668 7.4661  -0.48
H -5.9523 0.6099 -5.1589  0.22
C -4.3623 -0.8642 -5.0312  -0.19
N -0.4827 -3.9833 -3.3451  -0.40
O 0.5391 2.1493 1.0949  -0.53
H 0.1252 0.8559 4.9080  0.21
H -0.8462 -2.7463 6.7858  0.23
N -0.8898 -0.3407 -3.7420  -0.47
C -4.1159 1.3850 -4.4144  -0.21
H -4.9665 -1.6834 -5.4136  0.21
H -1.6307 -2.5272 -2.3911  0.21
H 2.3585 1.2909 4.5634  0.20
C -2.8199 1.1352 -4.0520  -0.21
H 4.2348 1.6239 2.0452  0.20
H 1.0818 -0.5595 2.7511  0.21
C 0.3001 1.4606 4.0183  -0.60
O 0.6235 -1.2945 5.5688  -0.37
H 0.8017 -5.1589 -4.4333  0.19
H 2.5483 1.6084 0.7546  0.17
H 1.1473 -0.2853 0.4300  0.22
S -1.7688 2.4498 -3.4524  0.28
H 4.2757 2.0410 3.7580  0.22
H -0.7828 3.2381 -0.9435  0.23
C 0.2378 -0.3884 -1.5245  -0.28
H -0.3253 1.1060 3.1937  0.21
H 4.3395 3.3266 2.4944  0.21
H 1.6951 -3.4171 -5.8819  0.23
H 2.0513 3.4245 3.1220  0.21
C -4.9242 0.3809 -4.9011  -0.23
H 2.1809 3.3393 0.8017  0.18
H 0.5655 -1.4141 -1.6629  0.22
C -2.2387 -0.1289 -4.1315  0.23
C -0.8990 -2.7319 -3.1711  0.01
H 2.5873 -0.7852 3.7118  0.22


The data favor w; the next most stable structure lies 441.3 kJ/mol above it.